<w>
Molecular formula: C3H5F
Method: DFT, the ωB97M-V functional and the def2-TZVPD basis

Last columns: bonded neighbours and bond lengths (Å).
Atoms and positions in Å:
1 C 1.309 -0.723 0.066  C2 1.360, H5 1.218, H6 1.075
2 C 0.357 0.234 -0.102  C1 1.360, C3 1.469, H7 0.991
3 C -1.093 0.390 0.074  C2 1.469, F4 1.457, H8 1.027, H9 1.175
4 F -1.686 -0.936 -0.038  C3 1.457
5 H 2.476 -0.375 0.075  C1 1.218
6 H 0.695 -1.573 -0.169  C1 1.075
7 H 0.855 1.090 -0.068  C2 0.991
8 H -1.533 0.738 0.933  C3 1.027
9 H -1.379 1.154 -0.771  C3 1.175

* gap between HOMO and LUMO: 10.91 eV
* structure (SMILES): C=CCF
* HOMO: -9.915 eV
* spin multiplicity: 1

Here are the Mulliken charges for atoms 1 to 2, given in e:
1 C -0.6504
2 C -0.3164

<x>
Molecular formula: C3H5F
Method: DFT, the ωB97M-V functional and the def2-TZVPD basis

Last columns: bonded neighbours and bond lengths (Å).
Atoms and positions in Å:
1 C 0.473 0.370 -1.328  C2 1.328, H5 1.070, H6 1.108
2 C -0.047 -0.030 -0.174  C1 1.328, C3 1.550, F4 1.245
3 C 0.082 0.751 1.158  C2 1.550, H7 1.204, H8 1.064, H9 1.104
4 F -0.466 -1.158 0.146  C2 1.245
5 H 0.320 -0.286 -2.160  C1 1.070
6 H 0.662 1.444 -1.527  C1 1.108
7 H -1.053 0.744 1.559  C3 1.204
8 H 0.405 1.762 1.091  C3 1.064
9 H 0.808 0.210 1.790  C3 1.104

* gap between HOMO and LUMO: 10.62 eV
* structure (SMILES): C=C(C)F
* HOMO: -9.509 eV
* spin multiplicity: 1

Here are the Mulliken charges for atoms 1 to 2, given in e:
1 C -0.8107
2 C 0.5657

We find <x> to be the most stable, with the next structure 0.0565 hartree higher.

<w>
Molecular formula: C3H3N3OS
Method: DFT, the ωB97M-V functional and the def2-TZVPD basis

Last columns: bonded neighbours and bond lengths (Å).
Atoms and positions in Å:
1 C -0.848 0.976 0.457  N4 1.285, N6 1.370, H9 1.085
2 C -0.145 -0.567 -1.302  N5 1.231, N6 1.462, H10 1.092
3 C -2.046 1.471 -1.471  N4 1.263, S8 1.615
4 N -1.835 1.431 -0.227  C1 1.285, C3 1.263
5 N -0.843 -0.345 -2.291  C2 1.231
6 N 0.153 0.241 -0.121  C1 1.370, C2 1.462, H11 1.027
7 O -3.006 1.448 -3.892  S8 1.451
8 S -2.990 2.123 -2.608  C3 1.615, O7 1.451
9 H -0.972 1.162 1.519  C1 1.085
10 H 0.374 -1.521 -1.411  C2 1.092
11 H 0.967 0.062 0.480  N6 1.027

* gap between HOMO and LUMO (spin up / spin down): 7.51 / 7.53 eV
* HOMO (spin up / spin down): -8.423 / -8.436 eV
* spin multiplicity: 1

Here are the Mulliken charges for atoms 1 to 2, given in e:
1 C -0.0352
2 C -0.0422

<x>
Molecular formula: C3H3N3OS
Method: DFT, the ωB97M-V functional and the def2-TZVPD basis

Last columns: bonded neighbours and bond lengths (Å).
Atoms and positions in Å:
1 H -0.433 -1.785 1.895  N2 1.067
2 N 0.565 -1.615 1.560  H1 1.067, C3 1.285
3 C 0.627 -0.587 0.791  N2 1.285, N4 1.459, C8 1.493
4 N 1.864 0.140 0.526  C3 1.459, N5 1.214
5 N 2.082 1.030 -0.270  N4 1.214, O6 1.563
6 O 0.878 1.512 -1.142  N5 1.563, C7 1.266
7 C -0.256 0.986 -0.939  O6 1.266, C8 1.415, H10 1.154
8 C -0.523 0.103 0.135  C3 1.493, C7 1.415, S9 1.814
9 S -2.087 -0.711 -0.290  C8 1.814, H11 1.301
10 H -1.077 1.556 -1.515  C7 1.154
11 H -2.781 -0.406 0.768  S9 1.301

* gap between HOMO and LUMO: 8.51 eV
* structure (SMILES): [H]/N=c1/nnocc1S
* HOMO: -9.289 eV
* spin multiplicity: 1

Here are the Mulliken charges for atoms 1 to 2, given in e:
1 H 0.2580
2 N -0.6724

<y>
Molecular formula: C3H3N3OS
Method: DFT, the ωB97M-V functional and the def2-TZVPD basis

Last columns: bonded neighbours and bond lengths (Å).
Atoms and positions in Å:
1 N 0.876 1.994 0.239  C2 1.370, H9 1.093, H10 1.093
2 C -0.027 0.970 0.121  N1 1.370, C3 1.371, C7 1.471
3 C -1.362 1.040 -0.183  C2 1.371, O4 1.341, H11 1.057
4 O -2.259 0.047 -0.263  C3 1.341, N5 1.509
5 N -1.725 -1.290 0.188  O4 1.509, N6 1.219
6 N -0.519 -1.450 0.261  N5 1.219, C7 1.421
7 C 0.437 -0.423 0.036  C2 1.471, N6 1.421, S8 1.659
8 S 2.061 -0.711 -0.145  C7 1.659
9 H 1.795 1.764 -0.308  N1 1.093
10 H 0.500 3.012 0.374  N1 1.093
11 H -1.903 1.940 -0.305  C3 1.057

* gap between HOMO and LUMO: 7.40 eV
* structure (SMILES): Nc1connc1=S
* HOMO: -8.627 eV
* spin multiplicity: 1

Here are the Mulliken charges for atoms 1 to 2, given in e:
1 N -0.5138
2 C 0.5617

We find <y> to be the most stable, with the next structure 0.0185 hartree higher.

<w>
Molecular formula: C3H7ClOSi
Method: DFT, the ωB97M-V functional and the def2-TZVPD basis

Last columns: bonded neighbours and bond lengths (Å).
Atoms and positions in Å:
1 O 0.104 -0.444 -2.820  C2 1.204
2 C 0.261 -0.275 -1.639  O1 1.204, C3 1.492, C4 1.410
3 C 0.739 -0.954 -0.399  C2 1.492, C4 1.535, H6 1.159, H7 1.126
4 C 0.029 0.407 -0.426  C2 1.410, C3 1.535, Si5 1.885, H8 1.080
5 Si -1.636 0.497 0.452  C4 1.885, H9 1.568, H10 1.452, H11 1.470
6 H 1.897 -0.943 -0.352  C3 1.159
7 H 0.195 -1.851 0.010  C3 1.126
8 H 0.707 1.236 -0.286  C4 1.080
9 H -2.261 1.686 -0.357  Si5 1.568
10 H -1.860 0.906 1.828  Si5 1.452
11 H -2.363 -0.618 -0.170  Si5 1.470
12 Cl 3.698 0.083 -1.929  H13 1.271
13 H 2.863 -0.873 -1.859  Cl12 1.271

* gap between HOMO and LUMO: 9.80 eV
* structure (SMILES): O=C1C[C@@H]1[SiH3].Cl
* HOMO: -9.406 eV
* spin multiplicity: 1

Here are the Mulliken charges for atoms 1 to 2, given in e:
1 O -0.5032
2 C 0.2843

<x>
Molecular formula: C3H7ClOSi
Method: DFT, the ωB97M-V functional and the def2-TZVPD basis

Last columns: bonded neighbours and bond lengths (Å).
Atoms and positions in Å:
1 C 0.354 2.144 0.145  C2 1.522, H7 1.065, H8 1.112, H9 1.026
2 C 0.398 0.623 0.164  C1 1.522, O3 1.421, C4 1.356
3 O 1.732 0.199 -0.082  C2 1.421, H10 0.943
4 C -0.615 -0.277 0.145  C2 1.356, Si5 1.936, Cl6 1.790
5 Si -0.619 -2.211 0.048  C4 1.936, H11 1.590, H12 1.550, H13 1.408
6 Cl -2.257 0.436 0.199  C4 1.790
7 H -0.509 2.509 -0.363  C1 1.065
8 H 1.165 2.384 -0.577  C1 1.112
9 H 0.580 2.534 1.066  C1 1.026
10 H 1.673 -0.639 -0.510  O3 0.943
11 H -1.366 -3.109 1.127  Si5 1.590
12 H 0.897 -2.214 -0.274  Si5 1.550
13 H -1.433 -2.378 -1.089  Si5 1.408

* gap between HOMO and LUMO: 9.48 eV
* structure (SMILES): C/C(O)=C(/[SiH3])Cl
* HOMO: -8.885 eV
* spin multiplicity: 1

Here are the Mulliken charges for atoms 1 to 2, given in e:
1 C -1.0895
2 C 0.6244

We find <x> to be the most stable, with the next structure 0.0353 hartree higher.

<w>
Molecular formula: C18H25NO3
Method: DFT, the ωB97M-V functional and the def2-TZVPD basis

Last columns: bonded neighbours and bond lengths (Å).
Atoms and positions in Å:
1 C 3.659 0.515 -0.089  O2 1.407, H23 1.089, H24 1.095, H25 1.095
2 O 2.447 1.129 0.275  C1 1.407, C3 1.352
3 C 1.578 0.464 1.068  O2 1.352, C4 1.392, C11 1.410
4 C 1.785 -0.813 1.582  C3 1.392, C5 1.383, H26 1.079
5 C 0.825 -1.418 2.372  C4 1.383, C6 1.391, H27 1.078
6 C -0.369 -0.765 2.663  C5 1.391, C7 1.480, C10 1.400
7 C -1.451 -1.352 3.484  C6 1.480, C8 1.510, O9 1.212
8 C -1.155 -2.659 4.181  C7 1.510, H28 1.087, H29 1.088, H30 1.087
9 O -2.528 -0.805 3.594  C7 1.212
10 C -0.569 0.518 2.140  C6 1.400, C11 1.378, H31 1.081
11 C 0.378 1.145 1.360  C3 1.410, C10 1.378, C12 1.498
12 C 0.152 2.497 0.755  C11 1.498, C13 1.534, H32 1.091, H33 1.091
13 C 0.105 2.422 -0.777  C12 1.534, O14 1.210, N15 1.349
14 O 0.578 3.272 -1.496  C13 1.210
15 N -0.547 1.331 -1.228  C13 1.349, C16 1.449, H34 1.008
16 C -0.552 0.936 -2.622  N15 1.449, C17 1.536, C22 1.532, H35 1.097
17 C 0.710 0.124 -2.947  C16 1.536, C18 1.528, H36 1.092, H37 1.093
18 C 0.728 -1.313 -2.428  C17 1.528, C19 1.530, H38 1.092, H39 1.094
19 C -0.191 -2.233 -3.234  C18 1.530, C20 1.532, H40 1.092, H41 1.093
20 C -1.635 -2.309 -2.727  C19 1.532, C21 1.531, H42 1.092, H43 1.093
21 C -2.205 -1.005 -2.166  C20 1.531, C22 1.531, H44 1.091, H45 1.092
22 C -1.875 0.250 -2.979  C16 1.532, C21 1.531, H46 1.090, H47 1.092
23 H 4.165 1.231 -0.734  C1 1.089
24 H 4.284 0.309 0.786  C1 1.095
25 H 3.488 -0.414 -0.642  C1 1.095
26 H 2.697 -1.348 1.366  C4 1.079
27 H 1.017 -2.411 2.747  C5 1.078
28 H -0.264 -2.565 4.797  C8 1.087
29 H -0.992 -3.443 3.445  C8 1.088
30 H -2.002 -2.929 4.806  C8 1.087
31 H -1.501 1.015 2.369  C10 1.081
32 H -0.789 2.922 1.110  C12 1.091
33 H 0.964 3.177 1.014  C12 1.091
34 H -0.860 0.653 -0.551  N15 1.008
35 H -0.485 1.872 -3.189  C16 1.097
36 H 0.843 0.106 -4.031  C17 1.092
37 H 1.554 0.675 -2.526  C17 1.093
38 H 0.469 -1.345 -1.368  C18 1.092
39 H 1.752 -1.684 -2.522  C18 1.094
40 H -0.187 -1.895 -4.272  C19 1.092
41 H 0.217 -3.247 -3.231  C19 1.093
42 H -2.264 -2.650 -3.552  C20 1.092
43 H -1.701 -3.065 -1.941  C20 1.093
44 H -1.871 -0.881 -1.135  C21 1.091
45 H -3.291 -1.113 -2.122  C21 1.092
46 H -1.867 0.005 -4.042  C22 1.090
47 H -2.668 0.984 -2.818  C22 1.092

* gap between HOMO and LUMO: 9.21 eV
* structure (SMILES): COc1ccc(C(C)=O)cc1CC(=O)NC1CCCCCC1
* HOMO: -8.860 eV
* spin multiplicity: 1

Here are the Mulliken charges for atoms 1 to 2, given in e:
1 C -0.9676
2 O -0.3925

<x>
Molecular formula: C18H25NO3
Method: DFT, the ωB97M-V functional and the def2-TZVPD basis

Last columns: bonded neighbours and bond lengths (Å).
Atoms and positions in Å:
1 C 0.285 4.348 5.231  C2 1.521, H23 1.086, H24 1.087, H25 1.087
2 C 1.296 3.618 4.361  C1 1.521, O3 1.429, H26 1.092, H27 1.095
3 O 0.711 2.480 3.723  C2 1.429, C4 1.338
4 C 0.031 2.697 2.591  O3 1.338, O5 1.202, C6 1.522
5 O -0.093 3.780 2.083  C4 1.202
6 C -0.567 1.401 2.066  C4 1.522, C7 1.534, C22 1.531, H28 1.096
7 C 0.514 0.325 1.905  C6 1.534, C8 1.532, H29 1.090, H30 1.092
8 C 1.437 0.690 0.738  C7 1.532, N9 1.442, H31 1.088, H32 1.097
9 N 0.665 0.813 -0.475  C8 1.442, C10 1.358, C21 1.450
10 C 0.591 -0.076 -1.500  N9 1.358, O11 1.215, C12 1.523
11 O -0.173 0.108 -2.428  C10 1.215
12 C 1.542 -1.262 -1.418  C10 1.523, C13 1.542, H33 1.092, H34 1.094
13 C 1.293 -2.346 -2.486  C12 1.542, C14 1.526, C15 1.512, H35 1.099
14 C 1.590 -1.831 -3.891  C13 1.526, H36 1.089, H37 1.088, H38 1.085
15 C -0.098 -2.914 -2.308  C13 1.512, C16 1.392, C20 1.387
16 C -0.322 -3.794 -1.254  C15 1.392, C17 1.382, H39 1.083
17 C -1.577 -4.323 -1.019  C16 1.382, C18 1.384, H40 1.081
18 C -2.637 -3.978 -1.840  C17 1.384, C19 1.383, H41 1.080
19 C -2.424 -3.106 -2.893  C18 1.383, C20 1.385, H42 1.081
20 C -1.166 -2.579 -3.128  C15 1.387, C19 1.385, H43 1.077
21 C -0.307 1.886 -0.397  N9 1.450, C22 1.529, H44 1.091, H45 1.093
22 C -1.297 1.624 0.739  C6 1.531, C21 1.529, H46 1.090, H47 1.092
23 H 0.775 5.165 5.752  C1 1.086
24 H -0.143 3.667 5.963  C1 1.087
25 H -0.513 4.752 4.614  C1 1.087
26 H 2.116 3.216 4.960  C2 1.092
27 H 1.689 4.292 3.592  C2 1.095
28 H -1.282 1.070 2.829  C6 1.096
29 H 1.090 0.231 2.825  C7 1.090
30 H 0.033 -0.633 1.694  C7 1.092
31 H 2.229 -0.049 0.628  C8 1.088
32 H 1.906 1.661 0.938  C8 1.097
33 H 1.438 -1.726 -0.435  C12 1.092
34 H 2.564 -0.888 -1.521  C12 1.094
35 H 2.002 -3.157 -2.270  C13 1.099
36 H 2.646 -1.576 -3.974  C14 1.089
37 H 1.362 -2.597 -4.629  C14 1.088
38 H 1.005 -0.943 -4.105  C14 1.085
39 H 0.502 -4.077 -0.611  C16 1.083
40 H -1.728 -5.007 -0.195  C17 1.081
41 H -3.620 -4.388 -1.660  C18 1.080
42 H -3.246 -2.832 -3.539  C19 1.081
43 H -1.026 -1.890 -3.943  C20 1.077
44 H -0.829 1.931 -1.353  C21 1.091
45 H 0.214 2.831 -0.224  C21 1.093
46 H -1.971 2.476 0.827  C22 1.090
47 H -1.885 0.735 0.501  C22 1.092

* gap between HOMO and LUMO: 9.45 eV
* structure (SMILES): CCOC(=O)C1CCN(C(=O)C[C@H](C)c2ccccc2)CC1
* HOMO: -8.757 eV
* spin multiplicity: 1

Here are the Mulliken charges for atoms 1 to 2, given in e:
1 C -1.1098
2 C -0.2906

We find <x> to be the most stable, with the next structure 0.0159 hartree higher.